{"formula": "C48H123N9O15", "method": "ωB97M-V/def2-TZVPD", "fmax_ha_per_bohr": 0.0973, "homo_ev": -8.30, "smiles": "COC[C@H](C)N.COC[C@H](C)N.COC[C@H](C)N.COCCNCCOC.COCCNCCOC.COCCNCCOC.COCCNCCOC.COCCNCCOC.COCCNCCOC", "de_lowest_ev": 10.214, "homo_lumo_gap_ev": 8.83, "symbols": ["C", "O", "C", "C", "N", "C", "C", "O", "C", "H", "H", "H", "H", "H", "H", "H", "H", "H", "H", "H", "H", "H", "H", "H", "C", "O", "C", "C", "N", "C", "C", "O", "C", "H", "H", "H", "H", "H", "H", "H", "H", "H", "H", "H", "H", "H", "H", "H", "C", "O", "C", "C", "N", "C", "C", "O", "C", "H", "H", "H", "H", "H", "H", "H", "H", "H", "H", "H", "H", "H", "H", "H", "C", "O", "C", "C", "N", "C", "C", "O", "C", "H", "H", "H", "H", "H", "H", "H", "H", "H", "H", "H", "H", "H", "H", "H", "C", "O", "C", "C", "N", "C", "C", "O", "C", "H", "H", "H", "H", "H", "H", "H", "H", "H", "H", "H", "H", "H", "H", "H", "C", "O", "C", "C", "N", "C", "C", "O", "C", "H", "H", "H", "H", "H", "H", "H", "H", "H", "H", "H", "H", "H", "H", "H", "C", "C", "C", "O", "C", "N", "H", "H", "H", "H", "H", "H", "H", "H", "H", "H", "H", "C", "C", "C", "O", "C", "N", "H", "H", "H", "H", "H", "H", "H", "H", "H", "H", "H", "C", "C", "C", "O", "C", "N", "H", "H", "H", "H", "H", "H", "H", "H", "H", "H", "H"], "positions_angstrom": [[8.1282, 7.2363, 4.6489], [9.2365, 6.4475, 5.1475], [10.3553, 6.3949, 4.2759], [11.5908, 5.8842, 5.0292], [12.7644, 6.0436, 4.1967], [13.0698, 4.8853, 3.2504], [14.3831, 5.0438, 2.3994], [15.5353, 4.6838, 3.1866], [15.9309, 3.3178, 3.1558], [8.4478, 8.2782, 4.6738], [7.2971, 6.9967, 5.3121], [7.8767, 7.0267, 3.6092], [10.4851, 7.3429, 3.7540], [10.2113, 5.7910, 3.3800], [11.4728, 4.8139, 5.1986], [11.7213, 6.4540, 5.9492], [13.5841, 6.1364, 4.7794], [12.2660, 4.9554, 2.5176], [12.9741, 3.9537, 3.8083], [14.4970, 6.0989, 2.1509], [14.3514, 4.4186, 1.5071], [15.3389, 2.7754, 3.8929], [16.9572, 3.3596, 3.5206], [15.8134, 2.7820, 2.2138], [10.4382, -0.4477, -1.4510], [11.8443, -0.6345, -1.5297], [12.5216, -1.6291, -0.7771], [12.1599, -3.0132, -1.1532], [12.6070, -3.2303, -2.5038], [12.6789, -4.7136, -2.6995], [13.2494, -5.0159, -4.0834], [12.2173, -5.0717, -5.0153], [12.7073, -5.3359, -6.3475], [10.1476, 0.3690, -2.1118], [10.1494, -0.2405, -0.4206], [9.9507, -1.3500, -1.8201], [12.4284, -1.4015, 0.2848], [13.5677, -1.4938, -1.0518], [11.0939, -3.2400, -1.1334], [12.5710, -3.6647, -0.3820], [11.9276, -2.8299, -3.1348], [11.6736, -5.1240, -2.6048], [13.3508, -5.2501, -2.0297], [13.7417, -5.9826, -3.9773], [13.9767, -4.2447, -4.3369], [13.2328, -6.2899, -6.3905], [13.3868, -4.5495, -6.6760], [11.9299, -5.3102, -7.1111], [-19.9273, -4.9720, -7.1208], [-18.7034, -4.2356, -7.2531], [-18.9528, -2.8794, -7.6698], [-17.5662, -2.1366, -7.4506], [-17.3711, -2.0531, -5.9663], [-16.0264, -2.2620, -5.6746], [-15.0724, -1.2043, -6.2430], [-13.7398, -1.6512, -6.0147], [-12.8708, -0.5020, -6.0544], [-20.5332, -4.8331, -8.0161], [-20.5759, -4.6243, -6.3167], [-19.7148, -5.9770, -6.7562], [-19.6843, -2.4408, -6.9912], [-19.3158, -2.8465, -8.6970], [-17.3421, -1.1588, -7.8771], [-16.7681, -2.5428, -8.0720], [-17.9556, -2.8124, -5.6471], [-15.8821, -3.2457, -6.1213], [-15.8908, -2.3765, -4.5991], [-15.4328, -0.2275, -5.9205], [-15.2218, -1.0966, -7.3173], [-11.8645, -0.7378, -6.4006], [-12.6736, -0.3970, -4.9875], [-13.3424, 0.3329, -6.5726], [-2.2536, -4.2685, -5.6400], [-3.5918, -4.5903, -5.2605], [-4.0645, -5.8878, -5.7312], [-5.5829, -6.0228, -5.2302], [-5.8094, -7.1630, -4.4971], [-7.2060, -7.1619, -3.9379], [-7.5556, -8.5279, -3.1907], [-7.1077, -8.7027, -1.8476], [-7.5239, -9.8654, -1.2512], [-2.2215, -3.7832, -6.6155], [-1.6353, -5.1660, -5.6242], [-1.8697, -3.5397, -4.9261], [-3.4738, -6.6057, -5.1623], [-3.9203, -5.9903, -6.8068], [-6.1848, -5.9064, -6.1314], [-5.5709, -5.2071, -4.5073], [-5.0405, -7.1295, -3.8431], [-7.8313, -6.9856, -4.8131], [-7.2969, -6.3328, -3.2362], [-7.0615, -9.2700, -3.8179], [-8.6364, -8.6621, -3.2345], [-8.6100, -9.8142, -1.3277], [-7.1512, -10.0499, -0.2436], [-7.0914, -10.6961, -1.8089], [2.1291, 2.8576, 2.1422], [0.6400, 3.0680, 2.3127], [-0.0256, 3.0163, 1.0697], [-1.5697, 3.0323, 1.3766], [-2.3987, 3.1669, 0.1849], [-2.1704, 2.1091, -0.8207], [-3.3166, 2.1173, -1.9102], [-4.7052, 2.0779, -1.2901], [-5.0466, 0.9881, -0.4987], [2.6198, 3.6176, 1.5343], [2.3857, 2.0313, 1.4793], [2.7037, 2.7785, 3.0651], [0.1966, 2.0900, 0.5401], [0.3658, 3.7619, 0.3777], [-1.8885, 3.8530, 2.0192], [-1.9707, 2.1406, 1.8583], [-3.2697, 3.6756, 0.2352], [-2.1043, 1.1732, -0.2660], [-1.2786, 2.2225, -1.4371], [-3.1585, 1.3813, -2.6984], [-3.3080, 3.0819, -2.4177], [-4.2310, 1.0084, 0.2242], [-4.9709, 0.0529, -1.0534], [-5.9302, 1.2168, 0.0972], [0.9656, -12.1450, 0.9535], [-0.2280, -11.4824, 1.0896], [-1.0181, -11.3438, -0.1209], [-2.1740, -10.4449, 0.0597], [-1.5881, -9.2003, 0.5330], [-2.4181, -8.2646, 1.2332], [-1.4853, -7.2308, 1.8398], [-2.1499, -6.4267, 2.9139], [-1.3417, -5.4029, 3.4796], [0.7464, -13.1999, 0.7879], [1.3438, -12.1781, 1.9753], [1.8391, -11.7313, 0.4497], [-1.4198, -12.3147, -0.4106], [-0.4177, -10.9439, -0.9380], [-2.6792, -11.0130, 0.8409], [-2.7368, -10.1744, -0.8337], [-0.9775, -9.6987, 1.1645], [-2.9803, -8.6316, 2.0918], [-3.2335, -7.8426, 0.6457], [-1.2512, -6.6023, 0.9805], [-0.4722, -7.5056, 2.1331], [-0.5339, -5.8011, 4.0936], [-2.0578, -4.8349, 4.0735], [-0.9777, -4.6431, 2.7880], [7.4048, 8.4113, 14.4126], [6.3401, 8.3489, 13.2316], [6.6732, 7.2324, 12.1933], [6.4484, 5.8867, 12.7126], [6.1230, 5.0024, 11.6668], [5.0665, 8.2904, 13.8644], [7.1671, 9.1694, 15.1589], [8.3534, 8.6509, 13.9322], [7.5981, 7.4299, 14.8457], [6.4358, 9.2712, 12.6586], [7.6537, 7.2291, 11.7172], [5.9692, 7.5502, 11.4242], [5.0504, 4.9014, 11.5012], [6.4242, 3.9757, 11.8747], [6.5491, 5.2118, 10.6857], [4.3524, 8.0206, 13.2030], [5.0838, 7.5027, 14.4963], [-0.4447, 7.4511, 8.3711], [0.0781, 8.0942, 9.6543], [0.0573, 9.6698, 9.5107], [1.1168, 10.1923, 8.6670], [1.2771, 11.6229, 8.6804], [-0.7970, 7.5704, 10.5745], [-0.2892, 6.3781, 8.4829], [-0.0473, 7.7070, 7.3889], [-1.4766, 7.6898, 8.1136], [1.1269, 7.8380, 9.8045], [-0.0326, 10.0144, 10.5409], [-0.8983, 9.9182, 9.0489], [1.9951, 11.8775, 7.9008], [1.6755, 11.9139, 9.6523], [0.3489, 12.0706, 8.3250], [-1.6999, 7.9477, 10.3245], [-0.7967, 8.1363, 11.4110], [-6.5835, 4.8799, -10.6355], [-5.0733, 4.5176, -10.5035], [-4.7486, 3.1093, -9.9508], [-5.6587, 2.2367, -10.4734], [-5.6332, 0.9191, -10.0473], [-4.4690, 4.7407, -11.7919], [-7.1086, 4.8799, -9.6803], [-7.1375, 4.1090, -11.1711], [-6.8308, 5.8498, -11.0670], [-4.6207, 5.1988, -9.7830], [-4.9770, 2.9376, -8.8989], [-3.7557, 2.6935, -10.1223], [-4.8302, 0.3372, -10.4997], [-6.5115, 0.4749, -10.5157], [-5.7654, 0.6094, -9.0107], [-4.8580, 5.6105, -12.1267], [-4.8989, 4.0385, -12.3769]]}

{"formula": "C2H3N3O", "method": "ωB97M-V/def2-TZVPD", "fmax_ha_per_bohr": 0.0172, "homo_ev": -9.66, "smiles": "Nc1cnon1", "de_lowest_ev": 2.654, "homo_lumo_gap_ev": 10.52, "symbols": ["N", "C", "N", "O", "N", "C", "H", "H", "H"], "positions_angstrom": [[-1.5568, -0.2495, 0.1248], [-0.1919, -0.1052, -0.0262], [0.4913, -1.1986, 0.1902], [1.7806, -0.8301, 0.3134], [1.9306, 0.4880, 0.1091], [0.7435, 0.9714, -0.1218], [-1.6514, -1.2422, 0.3057], [-2.1979, 0.1392, -0.5553], [0.6522, 2.0270, -0.3399]]}

{"formula": "C3H11NOS2", "method": "ωB97M-V/def2-TZVPD", "fmax_ha_per_bohr": 0.0611, "homo_ev": -9.10, "de_lowest_ev": 5.136, "homo_lumo_gap_ev": 5.18, "symbols": ["S", "S", "C", "C", "N", "C", "H", "H", "H", "H", "H", "H", "H", "H", "H", "H", "H", "O"], "positions_angstrom": [[-3.8973, -0.0977, -0.7326], [3.8210, 0.1846, 0.2895], [2.1662, -0.4414, -0.3372], [1.0519, 0.2736, 0.4394], [-0.2851, -0.2673, -0.0116], [-0.8467, 0.0510, -1.3896], [4.0324, 1.6149, 0.1876], [2.2636, -1.5142, -0.0603], [2.0488, -0.3783, -1.4218], [1.1294, -0.0822, 1.4776], [1.1872, 1.3747, 0.5123], [-0.9109, 0.0720, 0.6891], [-0.9762, 1.1277, -1.5927], [-0.3431, -0.4953, -2.1632], [-1.8829, -0.2745, -1.4442], [-3.0218, 0.1232, 1.2897], [-3.0660, -1.0270, 2.2166], [-2.4705, -0.2437, 2.0513]]}

{"formula": "C20H28F3NO3", "method": "ωB97M-V/def2-TZVPD", "fmax_ha_per_bohr": 0.0751, "homo_ev": -5.94, "de_lowest_ev": 6.699, "homo_lumo_gap_ev": 3.34, "symbols": ["C", "O", "C", "C", "C", "C", "C", "C", "C", "C", "C", "C", "C", "C", "C", "N", "C", "C", "H", "H", "H", "H", "H", "H", "H", "H", "H", "H", "H", "H", "H", "H", "H", "H", "H", "H", "H", "H", "H", "H", "C", "C", "O", "C", "O", "C", "F", "F", "F", "H", "H", "H", "H", "H", "H"], "positions_angstrom": [[4.4477, -0.3610, -0.7266], [3.7024, 0.7107, -1.3186], [2.4171, 0.2785, -1.7670], [1.7847, 1.1632, -2.8883], [1.2489, 2.5681, -2.3841], [-0.2950, 2.5027, -1.9368], [-0.2745, 2.4374, -0.3535], [-1.6953, 2.3659, 0.3476], [-2.8215, 1.7731, -0.5422], [-3.8993, 2.6615, -1.0168], [-5.0451, 2.1540, -1.8434], [-5.1619, 0.7447, -2.2407], [-4.0694, -0.1741, -1.7740], [-4.1525, -1.6466, -2.1228], [-3.0789, -2.5041, -1.6077], [-2.0209, -1.9640, -0.8712], [-1.8982, -0.6364, -0.5321], [-2.9283, 0.3429, -0.9432], [4.1450, -0.6105, 0.3298], [5.5244, -0.0129, -0.6700], [4.4273, -1.3218, -1.3138], [2.5420, -0.7838, -2.1384], [1.6674, 0.2159, -0.9105], [2.5313, 1.3388, -3.7184], [0.9261, 0.5873, -3.3386], [1.8397, 2.8202, -1.4470], [1.4656, 3.4049, -3.1033], [-0.7486, 1.6094, -2.4438], [-0.7660, 3.4503, -2.3427], [0.3860, 1.5959, -0.0161], [0.2028, 3.4072, -0.0132], [-2.0483, 3.3607, 0.7542], [-1.5852, 1.7045, 1.2628], [-3.8704, 3.7494, -0.7573], [-5.8676, 2.8505, -2.1615], [-6.0414, 0.3771, -2.8350], [-5.0064, -2.0594, -2.7248], [-3.1372, -3.6045, -1.8258], [-1.2845, -2.6006, -0.5504], [-1.0164, -0.2797, 0.0593], [1.9159, -1.1950, 5.1355], [2.4207, -2.6171, 4.9481], [1.7398, -3.3435, 3.9433], [2.1022, -3.1247, 2.5456], [3.3869, -3.2289, 2.3535], [1.5044, -1.8009, 1.9557], [0.2481, -1.5536, 2.4436], [1.3485, -1.8914, 0.6085], [2.2215, -0.6858, 2.1826], [0.8273, -1.1480, 5.0615], [2.2227, -0.8096, 6.1126], [2.3338, -0.5238, 4.3876], [2.2158, -3.1604, 5.8770], [3.5064, -2.6445, 4.8172], [1.4605, -3.8882, 2.0533]]}